(1)
C3H11NO2 | ωB97M-V with the def2-TZVPD basis set

Element x y z (Å)
C1 -0.220 -0.063 -2.793
N1 0.635 0.449 -1.739
C2 1.221 -0.529 -0.811
C3 0.980 -0.086 0.613
O1 1.515 -1.033 1.542
H1 -0.782 -0.897 -2.417
H2 0.275 -0.409 -3.697
H3 -0.871 0.744 -3.133
H4 1.269 1.143 -2.099
H5 0.667 -1.445 -0.996
H6 2.270 -0.717 -0.986
H7 1.406 0.881 0.897
H8 -0.105 0.018 0.720
H9 1.059 -1.872 1.447
O2 -2.798 1.221 4.332
H10 -3.477 1.775 3.950
H11 -3.044 0.822 5.170

Force components x, y, z for each atom (eV/Å):
0.30 0.68 -0.21
-0.10 -0.10 0.11
-0.42 0.99 -0.75
-0.40 -0.47 0.58
0.09 0.28 0.04
-0.57 -0.21 0.20
0.50 -0.24 -0.17
-0.32 -0.17 0.16
0.24 -0.09 0.19
0.12 -0.38 0.22
0.47 -0.13 -0.09
0.18 -0.17 -0.39
0.02 0.02 0.20
-0.10 0.00 -0.07
0.95 -0.26 -0.33
-0.43 -0.08 0.47
-0.52 0.34 -0.15

The calculation puts the molar mass at 93.1 g/mol. Its structure (SMILES) is CNCCO.O. As for the net charge: 0.

---

(2)
C21H19NO3 | ωB97M-V with the def2-TZVPD basis set

Element x y z (Å)
C1 0.343 1.120 -6.090
C2 0.280 0.831 -4.623
C3 0.667 -0.418 -4.129
C4 0.687 -0.668 -2.759
C5 0.334 0.337 -1.850
C6 0.467 0.067 -0.350
O1 0.316 -1.326 -0.178
C7 0.605 -1.892 1.064
C8 -0.483 -2.353 1.824
C9 -0.262 -3.295 2.831
C10 1.031 -3.730 3.116
C11 2.116 -3.118 2.464
N1 3.444 -3.579 2.728
O2 4.405 -2.991 2.184
O3 3.599 -4.564 3.481
C12 1.914 -2.152 1.464
C13 -0.465 0.832 0.569
C14 -0.048 1.071 1.883
C15 -0.857 1.808 2.743
C16 -2.019 2.415 2.263
C17 -2.763 3.393 3.119
C18 -2.489 2.085 0.989
C19 -1.737 1.251 0.158
C20 -0.071 1.587 -2.350
C21 -0.129 1.820 -3.724
H1 -0.471 1.788 -6.379
H2 1.289 1.611 -6.348
H3 0.277 0.195 -6.668
H4 0.962 -1.200 -4.833
H5 0.995 -1.650 -2.398
H6 1.503 0.350 -0.086
H7 -1.480 -1.980 1.590
H8 -1.110 -3.699 3.385
H9 1.231 -4.522 3.836
H10 2.779 -1.689 0.996
H11 0.929 0.701 2.209
H12 -0.569 1.957 3.787
H13 -3.460 3.970 2.505
H14 -3.337 2.887 3.905
H15 -2.063 4.080 3.612
H16 -3.436 2.518 0.657
H17 -2.114 0.990 -0.835
H18 -0.346 2.376 -1.650
H19 -0.465 2.786 -4.111

Force components x, y, z for each atom (eV/Å):
-0.06 0.04 -0.17
-0.01 -0.09 0.30
-0.04 0.21 0.13
0.00 0.14 -0.02
-0.14 0.12 -0.20
0.37 0.82 -0.33
0.14 -0.82 1.02
-0.49 -0.01 -0.29
0.53 -0.15 -0.11
0.07 0.26 -0.01
0.51 0.18 -0.09
-1.95 0.36 -0.36
3.06 -0.99 0.68
-1.87 -0.89 0.90
-0.49 1.81 -1.33
0.06 -0.46 0.10
-0.21 -0.02 -0.07
-0.23 0.19 -0.19
0.23 0.06 -0.09
-0.08 -0.38 -0.02
-0.14 0.12 0.24
0.28 -0.11 0.05
0.02 0.21 0.17
0.11 -0.29 0.06
0.29 -0.21 0.18
0.08 -0.07 -0.11
-0.13 -0.06 0.02
-0.03 0.13 -0.05
-0.07 0.20 0.24
-0.12 0.30 -0.05
-0.20 -0.10 0.12
0.25 -0.28 -0.08
0.30 0.08 -0.16
-0.09 0.28 -0.17
-0.23 -0.24 -0.16
-0.34 0.11 -0.02
0.04 0.09 -0.39
0.06 0.02 0.18
0.06 0.08 -0.11
-0.23 -0.10 -0.13
0.30 -0.22 -0.01
0.19 0.10 0.37
0.07 -0.16 -0.25
0.13 -0.27 0.19

The calculation puts the molar mass at 333.4 g/mol. Its structure (SMILES) is Cc1ccc(C(Oc2cccc([N+](=O)[O-])c2)c2ccc(C)cc2)cc1. As for the net charge: 0.

---

(3)
CH2N2O | ωB97M-V with the def2-TZVPD basis set

Element x y z (Å)
C1 0.169 -0.396 0.023
N1 0.974 -1.302 -0.052
N2 2.710 -0.392 -0.083
O1 2.538 0.769 0.081
H1 -0.952 -0.681 0.015
H2 0.617 0.647 0.015

Force components x, y, z for each atom (eV/Å):
-1.99 1.26 -0.28
2.87 -1.21 -0.10
-2.18 3.21 0.68
0.61 -4.01 -0.65
1.73 0.96 0.14
-1.04 -0.21 0.20

The calculation puts the molar mass at 58.0 g/mol. As for the net charge: 0.

---

(4)
C5H6BrCl3 | ωB97M-V with the def2-TZVPD basis set

Element x y z (Å)
C1 0.794 0.307 -0.071
C2 1.930 1.124 -0.504
C3 2.488 0.138 0.509
C4 -0.239 0.728 0.913
C5 0.415 -0.829 -1.011
Cl1 2.465 0.918 -2.196
Cl2 2.192 2.834 -0.081
Cl3 2.878 0.576 2.086
Br1 3.475 -1.314 -0.030
H1 -1.066 1.367 0.662
H2 0.233 1.365 1.701
H3 -0.884 -0.091 1.314
H4 -0.383 -1.391 -0.427
H5 1.180 -1.383 -1.455
H6 -0.011 -0.376 -1.925

Force components x, y, z for each atom (eV/Å):
1.60 -1.52 0.27
1.82 0.89 -0.19
-3.27 0.46 -1.53
-0.25 0.58 1.87
-2.89 1.40 0.85
-0.08 0.12 0.15
-0.62 -0.25 0.10
-0.04 0.84 1.16
0.67 -1.15 -0.62
-0.03 0.75 -1.54
-0.29 -1.00 -0.12
1.36 0.02 0.13
1.16 0.13 -1.23
1.35 -1.23 0.19
-0.50 -0.04 0.51

The calculation puts the molar mass at 252.4 g/mol. As for the net charge: 0.

---

Results for energy above the lowest of the compared OMol25 structures with the same formula, charge and spin: 92.7 432.1 421.3 0.0 (in kJ/mol, following the order of the records).
Results for total energy: -326.0962 -1092.0023 -223.9006 -4148.6336 (in hartree, following the order of the records).